The following is a DFT calculation (ωB97M-V/def2-TZVPD) of a cluster of 5 separate species, C39H87N5O7 in total.

Properties
Charge: 0
Gap between HOMO and LUMO: 8.521 eV
E_tot: -63628.4550 eV
SMILES: CC1(C)CCCC(C)(C)N1O.CC1(C)CCCC(C)(C)N1O.CC1(C)CCCC(C)(C)N1O.COCCNCCOC.COCCNCCOC
Spin multiplicity: 1

Last column: Mulliken charge in e.
Cartesian coordinates (Å):
C: 3.77552 -6.23989 -1.76408  -1.827
C: 3.43901 -6.46024 -0.24714  2.134
C: 2.07764 -5.80112 0.03017  -2.735
C: 3.24401 -7.96565 -0.05019  -1.478
C: 4.57513 -8.70442 -0.01772  -0.762
C: 5.42066 -8.05123 1.08458  -1.258
C: 5.66977 -6.53501 0.99238  1.579
C: 6.12790 -6.07278 2.35426  -1.985
C: 6.75665 -6.24368 -0.07670  -1.595
N: 4.42523 -5.85505 0.60762  0.397
O: 4.56820 -4.47416 0.52531  -0.334
H: 4.40559 -5.36280 -1.92733  0.367
H: 3.97823 -7.09952 -2.39721  0.332
H: 2.87179 -5.79079 -2.20442  0.542
H: 2.06796 -4.77650 -0.35221  0.492
H: 1.32244 -6.30899 -0.56927  0.476
H: 1.95046 -5.74725 1.11094  0.611
H: 2.68315 -8.30123 0.82704  0.375
H: 2.67402 -8.28698 -0.92547  0.521
H: 4.47214 -9.77597 0.14926  0.412
H: 5.03884 -8.57853 -1.00152  0.281
H: 6.39349 -8.55037 1.11039  0.534
H: 4.94055 -8.33902 2.02456  0.336
H: 6.93212 -6.70814 2.73131  0.388
H: 5.34597 -6.08854 3.11817  0.434
H: 6.48987 -5.04222 2.36241  0.352
H: 6.41698 -6.63325 -1.04051  0.387
H: 7.71477 -6.73941 0.10089  0.432
H: 6.97986 -5.19332 -0.26300  0.259
H: 4.07504 -4.11476 1.27224  0.306
C: -0.67577 -3.38297 0.88824  -1.537
C: -2.18404 -3.68193 0.61147  1.727
C: -2.12469 -4.69952 -0.53652  -2.135
C: -2.76743 -4.41707 1.83458  -1.239
C: -3.05215 -3.44964 3.00156  -0.674
C: -3.88034 -2.22917 2.60524  -1.334
C: -3.28212 -1.50460 1.38208  2.162
C: -4.45692 -0.61115 0.94136  -2.055
C: -2.05679 -0.70225 1.87345  -0.871
N: -2.95081 -2.48196 0.35125  0.081
O: -2.56443 -1.82943 -0.83507  -0.396
H: -0.14528 -2.99974 0.01516  0.593
H: -0.54660 -2.60593 1.63960  0.107
H: -0.18707 -4.26090 1.30968  0.285
H: -1.75754 -4.24327 -1.46109  0.342
H: -1.51634 -5.56622 -0.29980  0.340
H: -3.13738 -4.96035 -0.86412  0.483
H: -3.70418 -4.94790 1.62953  0.331
H: -2.10268 -5.20436 2.19148  0.483
H: -3.44694 -3.90479 3.91246  0.467
H: -2.02706 -3.16478 3.28823  0.222
H: -4.01220 -1.53201 3.43009  0.477
H: -4.81337 -2.77559 2.41753  0.411
H: -5.04586 -1.21572 0.24643  0.448
H: -4.15739 0.30501 0.43101  0.215
H: -5.15835 -0.40197 1.74619  0.462
H: -1.52460 -1.13426 2.71568  0.224
H: -2.29155 0.33215 2.14296  0.645
H: -1.33562 -0.51498 1.07206  -0.653
H: -1.67489 -1.46288 -0.66646  0.296
C: -5.03894 7.95738 -3.53651  -1.897
C: -3.87887 7.49016 -2.65501  2.129
C: -3.45460 8.62890 -1.73502  -1.911
C: -4.35161 6.31184 -1.79829  -1.283
C: -4.68191 5.04808 -2.57530  -0.879
C: -3.36396 4.63673 -3.24169  -0.121
C: -2.70444 5.73486 -4.11436  1.897
C: -1.23187 5.31720 -4.15393  -1.817
C: -3.20281 5.72603 -5.60513  -1.795
N: -2.70622 7.06051 -3.46515  0.051
O: -2.28803 8.09752 -4.32768  -0.466
H: -5.20895 9.03433 -3.61832  0.440
H: -5.08580 7.52706 -4.53954  0.248
H: -6.01532 7.67676 -3.12151  0.399
H: -4.30190 9.28499 -1.52580  0.413
H: -3.04207 8.28625 -0.78507  0.319
H: -2.70330 9.27474 -2.19037  0.411
H: -3.57507 6.05782 -1.07424  0.211
H: -5.25516 6.68956 -1.31107  0.530
H: -5.08689 4.24296 -1.96460  0.394
H: -5.39698 5.25567 -3.37669  0.364
H: -3.65863 3.85822 -3.95618  0.523
H: -2.65134 4.15429 -2.57760  -0.934
H: -0.74740 5.38829 -3.17693  0.247
H: -0.63004 6.07184 -4.67497  0.425
H: -0.97229 4.33326 -4.54652  0.342
H: -3.13696 4.67593 -5.87933  0.499
H: -2.51158 6.34790 -6.16761  0.467
H: -4.22744 6.08110 -5.69965  0.349
H: -3.03675 8.18653 -4.94811  0.395
C: -2.28032 0.97414 -2.21828  0.603
O: -0.88425 0.63488 -2.25613  -0.553
C: -0.18945 0.97514 -1.05400  0.999
C: 1.31912 0.78246 -1.14420  -0.931
N: 1.82805 0.60652 0.19999  0.454
C: 3.29802 0.74606 0.30589  -0.829
C: 3.91276 -0.26574 1.27168  0.014
O: 5.29654 -0.16486 1.44057  -0.393
C: 6.09671 -0.29201 0.30563  -0.651
H: -2.50979 2.03114 -2.33533  -0.369
H: -2.74704 0.45594 -1.37748  -0.172
H: -2.58007 0.44247 -3.12529  0.333
H: -0.64589 0.24035 -0.36307  -0.703
H: -0.43696 1.88371 -0.48620  0.031
H: 1.66813 1.63767 -1.74328  0.281
H: 1.60490 -0.12863 -1.67465  0.521
H: 1.38327 1.19972 0.89641  -0.055
H: 3.44095 1.78390 0.63278  0.177
H: 3.71012 0.72119 -0.70445  0.566
H: 3.69284 -1.30545 0.99338  0.176
H: 3.38283 -0.05967 2.20270  0.095
H: 7.10962 0.01962 0.55311  0.318
H: 5.82571 0.39177 -0.51038  0.295
H: 6.10047 -1.27793 -0.17121  0.200
C: -0.61891 5.35504 -0.37428  -0.298
O: -0.53324 4.53633 0.78503  -0.235
C: 0.62869 4.75891 1.53864  -0.745
C: 0.56659 3.86361 2.78989  -0.838
N: 0.72322 2.48565 2.38372  0.284
C: 1.22073 1.62083 3.49521  -0.727
C: 0.31596 1.54170 4.71345  -0.713
O: -0.86513 0.95376 4.26636  -0.092
C: -1.95206 0.98065 5.18411  -0.833
H: -1.37845 5.07187 -1.09575  -0.488
H: 0.35553 5.34228 -0.86874  0.447
H: -0.90378 6.34804 -0.01275  0.340
H: 1.50528 4.45321 0.95942  0.269
H: 0.75751 5.79412 1.87424  0.472
H: 1.26139 4.22295 3.55086  0.513
H: -0.41324 4.05492 3.25117  0.354
H: -0.18957 2.09274 2.15974  -0.147
H: 1.56268 0.66504 3.09499  -0.182
H: 2.19355 2.10530 3.64953  0.642
H: 0.79982 0.98320 5.52289  0.374
H: 0.16841 2.57782 5.04851  0.489
H: -1.90451 1.92111 5.72870  0.393
H: -1.91364 0.09161 5.82325  0.294
H: -2.88856 0.79921 4.65681  0.184


The following is a DFT calculation (ωB97M-V/def2-TZVPD) of a structure of composition C5H17IN2Pd.

Properties
Charge: 0
Gap between HOMO and LUMO (alpha / beta): 7.397 / 6.885 eV
E_tot: -20019.8668 eV
<S²>: 2.01
Spin multiplicity: 3

Last column: Mulliken spin population.
Cartesian coordinates (Å):
C: 0.77805 -0.67235 -3.74269  -0.003
C: 0.73173 0.83924 -4.02999  0.006
H: 1.80146 -1.04645 -3.81498  -0.001
H: 0.20736 -1.19471 -4.51493  0.000
H: 0.39007 -1.00113 -2.77752  -0.001
H: 1.05591 1.48534 -3.20262  0.000
H: 1.40165 1.02477 -4.87741  0.000
H: -0.26676 1.15991 -4.34282  -0.002
Pd: 0.06667 0.05244 0.43674  1.335
C: -0.53383 1.71331 -0.48707  0.283
H: 0.39167 2.27807 -0.67969  0.025
H: -1.22078 2.24113 0.18712  -0.011
H: -1.00640 1.35236 -1.40722  0.025
I: 0.01055 -2.45725 -0.54706  0.176
N: 1.13620 -0.55467 2.23288  0.106
C: 0.17090 -1.18479 3.18164  -0.005
C: -1.00346 -0.27860 3.37822  -0.001
N: -1.42443 0.20355 2.02578  0.090
H: 1.82299 -1.20383 1.86248  -0.002
H: 1.61875 0.22476 2.69299  0.000
H: -0.18566 -2.11019 2.73871  0.001
H: 0.70097 -1.40452 4.09819  0.005
H: -1.87235 -0.78230 3.79717  0.004
H: -0.76448 0.56893 4.02639  0.001
H: -2.19273 -0.39771 1.72237  -0.009
H: -1.81409 1.14470 2.04332  -0.022


The following is a DFT calculation (ωB97M-V/def2-TZVPD) of a structure of composition C5H14N2.

Properties
Charge: 0
Gap between HOMO and LUMO: 10.007 eV
E_tot: -8389.8317 eV
Spin multiplicity: 1

Last column: Mulliken charge in e.
Cartesian coordinates (Å):
N: 0.24197 1.49601 -0.28634  -0.733
C: 0.41934 0.13679 0.29010  -0.249
C: -0.38170 -0.85740 -0.57632  -0.813
C: -1.76973 -0.30498 -0.86048  -0.420
C: -2.61084 -0.16869 0.42544  -1.171
C: 1.92243 -0.36113 0.54094  -0.556
N: 2.87936 0.69348 0.40908  -0.500
H: 0.82539 2.09416 0.28276  0.293
H: 0.89827 0.80842 -0.88371  0.437
H: 0.08033 0.11996 1.33344  0.479
H: -0.37280 -1.83512 -0.10420  0.324
H: 0.16236 -0.92140 -1.52892  0.393
H: -1.86105 0.62429 -1.41190  0.346
H: -2.30205 -1.07864 -1.42373  0.336
H: -3.65262 -0.07192 0.10717  0.371
H: -2.38818 0.65430 1.10097  0.311
H: -2.56480 -1.12570 0.95394  0.272
H: 2.04200 -1.16648 -0.19924  0.248
H: 1.91101 -0.78034 1.54360  0.318
H: 2.65243 1.45361 -0.20774  0.138
H: 3.86887 0.59079 0.49516  0.177


The following is a DFT calculation (ωB97M-V/def2-TZVPD) of a cluster of 6 separate species, C14H39NO6 in total.

Properties
Charge: 0
Gap between HOMO and LUMO: 8.746 eV
E_tot: -28921.4921 eV
SMILES: CC1(C)CCCC(C)(C)N1O.CO.CO.CO.CO.CO
Spin multiplicity: 1

Last column: Mulliken charge in e.
Cartesian coordinates (Å):
C: -18.08098 -3.69004 -3.28807  -2.162
C: -17.43572 -4.81072 -4.08719  1.937
C: -16.19415 -5.35252 -3.27386  -1.869
C: -18.47333 -5.93036 -4.08006  -1.205
C: -18.19801 -7.02435 -5.11536  -0.682
C: -17.96858 -6.49892 -6.56724  -1.036
C: -16.89250 -5.31071 -6.55828  1.422
C: -15.51084 -6.09978 -6.42903  -1.734
C: -16.95140 -4.58628 -7.91797  -2.040
N: -17.18718 -4.37959 -5.46732  0.373
O: -16.36057 -3.21818 -5.48517  -0.471
H: -19.07908 -3.42780 -3.63897  0.411
H: -18.16663 -3.88575 -2.21921  0.461
H: -17.53415 -2.74771 -3.25499  0.310
H: -15.91021 -6.37174 -3.53593  0.306
H: -15.38258 -4.69191 -3.57889  0.398
H: -16.46716 -5.25959 -2.22271  0.509
H: -18.59975 -6.34827 -3.08134  0.396
H: -19.43395 -5.47722 -4.32494  0.466
H: -17.36276 -7.65784 -4.81676  0.299
H: -19.03856 -7.71689 -5.15961  0.400
H: -18.84111 -6.08048 -7.06893  0.406
H: -17.62906 -7.38863 -7.09757  0.330
H: -15.09390 -6.23134 -7.42750  0.469
H: -15.50344 -7.05682 -5.90737  0.286
H: -14.77886 -5.43200 -5.97475  0.350
H: -16.82315 -5.20778 -8.80419  0.447
H: -16.07244 -3.94697 -8.00041  0.436
H: -17.89365 -4.05947 -8.06879  0.431
H: -16.93226 -2.53214 -5.83748  0.339
C: -16.42026 1.31578 0.33281  -0.431
O: -15.90365 1.07271 -0.92461  -0.568
H: -16.46203 2.38910 0.51808  0.324
H: -17.40451 0.85152 0.39454  -0.045
H: -15.83060 0.78581 1.08083  0.280
H: -15.01600 1.43252 -0.98945  0.359
C: -12.61991 0.57778 -0.94571  -0.507
O: -13.25570 1.80202 -1.03632  -0.578
H: -12.60997 0.10068 -1.92570  0.276
H: -11.60796 0.55953 -0.54108  0.385
H: -13.15851 -0.11908 -0.30354  0.113
H: -12.67284 2.43088 -1.46810  0.307
C: -14.17768 -4.47079 0.91503  -0.554
O: -15.47854 -3.88499 1.19392  -0.537
H: -13.99475 -4.50016 -0.15911  0.191
H: -13.37981 -3.97247 1.46564  0.243
H: -14.19740 -5.49789 1.27942  0.267
H: -15.54246 -3.09896 0.64650  0.349
C: -15.07257 -1.98475 -1.86699  -0.338
O: -15.74910 -1.71556 -0.68714  -0.322
H: -14.04111 -2.08642 -1.52960  0.227
H: -15.32982 -2.97151 -2.25199  -0.256
H: -15.30835 -1.17662 -2.55940  0.421
H: -15.85109 -0.76213 -0.73372  0.383
C: -19.46613 -0.88281 0.32299  -0.199
O: -19.89871 -1.08787 1.65001  -0.520
H: -19.34576 0.15944 0.02747  0.265
H: -18.46523 -1.27224 0.13684  -0.103
H: -20.09528 -1.54241 -0.27466  0.288
H: -20.68803 -0.56806 1.81843  0.296


The following is a DFT calculation (ωB97M-V/def2-TZVPD) of the ion C4H11N2S with charge +1.

Properties
Charge: +1
Gap between HOMO and LUMO: 9.208 eV
E_tot: -18132.4061 eV
SMILES: CN[C@H]1S[C@@H]1[NH2+]C
Spin multiplicity: 1

Last column: Mulliken charge in e.
Cartesian coordinates (Å):
C: -2.61972 0.43849 0.86725  -0.698
N: -1.93296 -0.83612 1.08631  -0.433
C: -0.53828 -0.97597 0.12260  -0.366
S: -0.48067 0.02767 -1.35891  -0.040
C: 0.38607 0.28528 0.18973  -0.309
N: 1.81360 -0.04194 0.03889  -0.172
C: 2.41201 0.38962 -1.31498  -0.910
H: -3.09369 0.67535 1.85916  0.284
H: -1.91653 1.27416 0.73400  0.266
H: -3.35028 0.39866 0.04693  0.297
H: -2.55732 -1.58021 0.74276  0.280
H: -0.16494 -1.92081 0.37159  0.439
H: 0.17531 1.22692 0.64221  0.407
H: 2.39413 0.42075 0.71871  0.354
H: 1.84921 -1.18549 0.05982  0.462
H: 3.47346 0.04868 -1.33658  0.344
H: 1.87790 -0.10246 -2.11239  0.386
H: 2.27271 1.45743 -1.35709  0.408


The following is a DFT calculation (ωB97M-V/def2-TZVPD) of a structure of composition C32H13F15GeMoN7OS2.

Properties
Charge: +3
Gap between HOMO and LUMO (alpha / beta): 5.740 / 5.779 eV
E_tot: -166647.5507 eV
Spin multiplicity: 1

Last column: Mulliken charge in e.
Cartesian coordinates (Å):
Mo: 16.48533 14.56108 8.83892  0.550
N: 14.39956 17.17569 11.70623  -0.248
C: 14.96850 16.32392 10.88432  0.521
S: 16.71304 16.11130 10.63466  -0.167
N: 14.01774 15.50675 10.08366  -0.209
N: 14.55700 15.41726 8.73978  0.671
C: 13.95162 16.15808 7.83102  -0.838
C: 14.36559 16.13184 6.46920  0.301
C: 13.59088 16.73274 5.42211  -0.858
C: 13.92863 16.50403 4.06683  -0.806
C: 15.04490 15.77291 3.72553  -0.471
C: 15.75953 15.12774 4.72959  -0.662
C: 15.47377 15.35632 6.04193  0.673
O: 16.35537 14.94056 6.97696  -0.426
H: 14.86513 17.63642 12.49612  0.292
H: 13.44626 17.35870 11.56767  0.249
H: 13.11621 16.68371 8.19333  0.652
H: 12.79768 17.33272 5.78200  0.539
H: 13.30723 16.95972 3.36999  0.543
H: 15.28949 15.54626 2.61911  0.361
H: 16.60103 14.47843 4.52158  0.475
N: 20.53407 13.65280 8.74745  -0.069
C: 20.73023 15.06619 8.80460  -0.766
C: 19.47677 15.61379 8.79395  -0.248
N: 18.55951 14.61826 8.67997  0.453
C: 19.23771 13.43539 8.55786  -0.115
C: 18.43190 12.26991 8.47138  -0.038
N: 17.13523 12.56573 8.47977  0.509
C: 16.43521 11.43068 8.14314  -0.628
C: 17.37736 10.41809 7.95645  -1.067
N: 18.60024 10.97686 8.13568  -0.024
H: 21.29426 13.02204 8.62624  0.221
H: 21.66888 15.63175 9.02297  0.376
H: 19.09220 16.62279 8.80383  0.497
H: 15.38896 11.40096 8.16979  0.845
H: 17.32999 9.34840 7.73909  0.430
H: 19.44245 10.45536 8.04422  0.189
F: 10.65885 10.65803 10.04167  -0.332
C: 11.13982 10.94878 8.82335  0.535
C: 12.29843 11.70017 8.83117  0.833
C: 12.72180 12.02233 7.56193  -0.436
F: 13.79324 12.89920 7.49772  0.493
C: 12.07336 11.78308 6.37625  -0.574
F: 12.35594 12.31429 5.24205  -0.249
C: 10.88541 11.06555 6.52274  0.562
F: 10.16255 10.77580 5.46146  -0.269
C: 10.39697 10.63461 7.74000  -0.054
F: 9.23963 9.98081 7.68110  -0.242
Ge: 12.82488 12.19852 10.62725  0.265
S: 14.62239 13.77951 10.49764  0.531
C: 13.92151 10.99587 11.65667  0.864
C: 14.22414 11.46134 12.93230  0.033
F: 13.95642 12.79534 13.26106  -0.327
C: 14.59894 10.65986 13.95374  0.277
F: 14.83196 11.09258 15.19114  -0.270
C: 14.79330 9.28559 13.69235  0.526
F: 15.26017 8.49336 14.65755  -0.245
C: 14.56052 8.77239 12.43882  0.283
F: 14.70924 7.50979 12.16716  -0.254
C: 14.21384 9.63163 11.41839  -0.457
F: 13.93374 9.07798 10.24825  -0.343
C: 11.31690 13.04094 11.66847  0.950
C: 10.56334 12.41528 12.69444  -0.194
F: 11.02704 11.36723 13.36793  -0.306
C: 9.29803 12.88160 13.04676  0.391
F: 8.61418 12.24214 14.02032  -0.268
C: 8.72540 13.95392 12.46295  0.313
F: 7.55624 14.36481 12.81156  -0.227
C: 9.58662 14.69960 11.55798  0.376
F: 9.12871 15.82896 11.08853  -0.293
C: 10.75416 14.16182 11.15739  -0.416
F: 11.42824 14.87439 10.26576  -0.180


Which formula does entry 5 have?
C4H11N2S


What is the spin multiplicity in the fourth record?
1


Which value of E_tot does entry 4 give?
-28921.4921 eV


Repeat the fifth record exactly.
The following is a DFT calculation (ωB97M-V/def2-TZVPD) of the ion C4H11N2S with charge +1.

Properties
Charge: +1
Gap between HOMO and LUMO: 9.208 eV
E_tot: -18132.4061 eV
SMILES: CN[C@H]1S[C@@H]1[NH2+]C
Spin multiplicity: 1

Last column: Mulliken charge in e.
Cartesian coordinates (Å):
C: -2.61972 0.43849 0.86725  -0.698
N: -1.93296 -0.83612 1.08631  -0.433
C: -0.53828 -0.97597 0.12260  -0.366
S: -0.48067 0.02767 -1.35891  -0.040
C: 0.38607 0.28528 0.18973  -0.309
N: 1.81360 -0.04194 0.03889  -0.172
C: 2.41201 0.38962 -1.31498  -0.910
H: -3.09369 0.67535 1.85916  0.284
H: -1.91653 1.27416 0.73400  0.266
H: -3.35028 0.39866 0.04693  0.297
H: -2.55732 -1.58021 0.74276  0.280
H: -0.16494 -1.92081 0.37159  0.439
H: 0.17531 1.22692 0.64221  0.407
H: 2.39413 0.42075 0.71871  0.354
H: 1.84921 -1.18549 0.05982  0.462
H: 3.47346 0.04868 -1.33658  0.344
H: 1.87790 -0.10246 -2.11239  0.386
H: 2.27271 1.45743 -1.35709  0.408